# 1
C42H78O27 | ωB97M-V/def2-TZVPD

Cartesian coordinates (Å):
O1 1.0471 4.7465 2.8288
O2 -0.6282 -1.7429 -4.9427
O3 -5.2357 0.7444 -3.8392
O4 -1.9719 4.8425 3.1164
O5 3.0547 -3.9636 0.7522
O6 3.0095 4.3477 -1.5377
O7 -1.1421 1.6370 0.1868
O8 1.2799 -1.0515 3.2422
O9 -3.2221 -4.5265 2.0704
O10 3.5661 6.1739 3.2971
O11 0.1996 -6.1700 4.0267
O12 4.8892 3.2505 -2.1370
O13 -1.4711 -5.0205 -2.7863
O14 -3.4026 -0.2156 -3.1531
O15 -0.6685 3.7165 -5.1816
O16 3.0186 -5.5595 3.3821
O17 -4.3730 -0.8597 -5.1365
O18 -2.8256 2.9895 -4.9281
O19 -2.7457 1.6960 1.8414
O20 0.3096 -0.9187 -3.0217
O21 -0.5294 -1.2568 4.4511
O22 0.7501 0.4702 4.9174
O23 0.0631 0.3357 -4.9085
O24 3.0072 2.7291 -3.0603
O25 -1.6702 -0.2288 1.1486
O26 -1.3221 -3.5845 0.0779
O27 -1.3412 3.1882 -3.1441
C1 -1.0426 4.0370 3.9098
C2 3.5841 3.5260 -2.2133
C3 -0.6110 -0.5963 0.3347
C4 -4.8883 1.4613 -2.6209
C5 -2.1542 -3.7230 2.4916
C6 -1.0692 -1.2110 -6.2155
C7 2.2802 4.3639 2.3399
C8 0.5700 -0.5921 4.1357
C9 -0.0998 3.8255 -3.0151
C10 -1.7039 3.2667 -4.4408
C11 -1.9048 -1.3969 6.3818
C12 -0.8920 -3.7819 -2.3446
C13 4.0807 -5.1744 2.5901
C14 -5.9569 1.4566 -1.5337
C15 3.8315 1.7035 -3.4989
C16 -0.8840 -6.7059 4.8181
C17 -3.3275 4.7661 3.5014
C18 -4.4049 -4.3729 2.8352
C19 3.4351 -2.6747 1.1335
C20 0.5117 3.7642 -4.4085
C21 1.9894 -4.5718 3.6759
C22 1.2929 5.0393 -4.8063
C23 4.3569 7.3116 3.1841
C24 3.5583 1.4949 -4.9955
C25 -4.3190 -0.1438 -4.1091
C26 3.2372 5.5230 2.0866
C27 -1.9104 1.0945 1.1078
C28 -0.2492 0.7025 -0.3994
C29 -1.9177 -5.0007 -4.1428
C30 5.1990 2.2282 -3.0439
C31 -0.0483 -0.7964 -4.1934
C32 0.1655 3.5977 3.1305
C33 3.8286 -5.0549 1.1171
C34 0.9130 -5.0493 4.6509
C35 0.2592 0.7384 -7.2011
C36 -3.6821 0.6519 -2.1562
C37 -1.3125 -0.4705 5.3186
C38 1.1998 1.2692 -0.1376
C39 -0.7074 0.2177 -6.1197
C40 -0.3370 -3.8102 -0.8836
C41 -1.0234 -3.9561 1.4668
C42 -0.2974 0.5734 5.7847
H1 -1.8180 -3.8660 3.5186
H2 4.8093 -5.9830 2.6472
H3 -4.7328 -3.3737 2.5484
H4 -1.5510 3.1491 4.2856
H5 3.3294 -2.6016 2.2160
H6 1.4317 1.1332 0.9187
H7 5.6454 2.6782 -3.9307
H8 1.5370 -4.3019 2.7217
H9 0.1834 -4.7616 -0.7734
H10 3.3441 -5.9718 0.7815
H11 -2.5003 -4.1122 -4.3864
H12 2.8064 3.7191 3.0436
H13 1.3925 -5.3516 5.5819
H14 -5.2243 -5.0319 2.5482
H15 -0.7465 1.5553 5.9335
H16 -4.3219 -4.2703 3.9172
H17 -3.6710 3.7317 3.5135
H18 -2.1503 -1.2601 -6.3463
H19 -1.6106 0.8256 -6.0664
H20 1.2279 2.3320 -0.3780
H21 -2.5364 -2.7035 2.4396
H22 4.5333 -4.3213 3.0955
H23 -6.2061 0.4873 -1.1018
H24 4.3384 -2.2798 0.6687
H25 -2.1512 -0.0651 4.7527
H26 -0.7261 4.5895 4.7944
H27 3.8942 2.3708 -5.5504
H28 -2.5974 -5.8497 -4.2147
H29 -0.1308 -3.4405 -3.0461
H30 5.8218 1.4113 -2.6794
H31 -3.4402 5.2277 4.4824
H32 1.1153 2.8761 -4.5958
H33 -0.1761 -3.3709 1.8243
H34 -0.5227 -7.3514 5.6187
H35 -0.3055 0.5113 -8.1053
H36 2.3424 4.7782 -4.6705
H37 -0.3727 0.6268 -1.4797
H38 -4.6326 2.4989 -2.8357
H39 2.8371 6.3329 1.4766
H40 -6.8790 1.9600 -1.8240
H41 -0.2886 4.8158 -2.6008
H42 0.6068 3.3128 -2.3624
H43 -1.4827 -5.9448 5.3185
H44 -2.8237 1.2859 -1.9345
H45 4.6803 7.6513 4.1680
H46 -1.0433 -5.0859 -4.7879
H47 0.2569 -0.7529 0.9753
H48 4.1507 0.6118 -5.2348
H49 -0.0419 0.1465 6.7546
H50 1.1179 5.2963 -5.8510
H51 -0.8199 -1.3912 -0.3813
H52 -5.5894 1.9947 -0.6599
H53 2.3213 3.7134 1.4662
H54 0.0991 -4.3483 4.8359
H55 -3.9772 5.3504 2.8498
H56 0.5027 1.7974 -7.2873
H57 2.4888 1.3448 -5.1433
H58 -1.1461 -1.7632 7.0734
H59 -0.1635 3.0923 2.2226
H60 -1.5628 -7.2818 4.1889
H61 0.4734 -3.1025 -0.7095
H62 2.4096 -3.6547 4.0888
H63 3.7979 8.1167 2.7071
H64 -1.6349 -2.9844 -2.3424
H65 1.0552 5.8931 -4.1717
H66 -2.7273 -0.9125 6.9080
H67 -0.7397 -5.0054 1.5468
H68 0.7453 2.8620 3.6879
H69 1.9404 0.7120 -0.7113
H70 1.1621 0.1346 -7.2923
H71 -2.3435 -2.2954 5.9478
H72 2.6616 -1.9709 0.8260
H73 3.6524 0.8559 -2.8374
H74 -0.6458 -1.7237 -7.0792
H75 4.7492 -4.9266 0.5477
H76 -3.9954 0.0631 -1.2940
H77 5.2507 7.0325 2.6261
H78 4.1224 5.2349 1.5196

Results
* SMILES string: C[C@H]1COC(=O)O1.C[C@H]1COC(=O)O1.C[C@H]1COC(=O)O1.C[C@H]1COC(=O)O1.C[C@H]1COC(=O)O1.C[C@H]1COC(=O)O1.COCCOCCOC.COCCOCCOC.COCCOCCOC
* LUMO energy: 0.20 eV
* F_max: 4.9 eV/A
* energy relative to the best compared isomer or geometry (same formula, charge and spin): 102.4 kcal per mole
* energy: -3678.44125 a.u.

# 2
C42H79Br2ClF3N2O12S6 | ωB97M-V/def2-TZVPD

Cartesian coordinates (Å):
Br1 6.1308 2.7454 0.8909
Br2 4.8267 4.2529 -1.9208
Cl1 -1.1095 -2.7746 0.7082
S1 -1.2042 6.0174 4.6478
S2 6.8654 5.7051 -7.2089
S3 -7.6289 -8.5438 -3.5261
S4 -5.0709 -4.0732 -3.3100
S5 0.7344 -6.0024 -0.8881
S6 3.4381 5.1661 5.6837
F1 3.4673 3.1985 0.7255
F2 5.1044 1.5162 -1.8533
F3 3.0649 2.2377 -1.8352
O1 -4.2727 -2.8669 -3.2318
O2 6.3069 6.1430 -8.4630
O3 -6.8962 -9.7249 -3.9115
O4 -7.2924 -7.2344 -4.0368
O5 -0.4045 5.8288 3.4580
O6 3.4154 6.3439 6.5138
O7 -6.3412 -4.1832 -2.6339
O8 -2.3874 5.2279 4.9055
O9 -0.2848 -6.2224 -1.8848
O10 0.4457 -6.0658 0.5252
O11 2.2813 4.3083 5.5472
O12 8.1311 6.1968 -6.7241
N1 -1.3423 0.7326 2.5114
N2 1.1351 1.6952 0.7436
C1 -5.2883 -4.5373 -5.0279
C2 -1.5807 -1.0426 0.8248
C3 3.0109 -4.8223 -1.6152
C4 2.1243 -7.0642 -1.2512
C5 4.3004 2.4524 -1.3359
C6 0.0780 -3.7387 3.4409
C7 5.5328 5.4839 4.1395
C8 -0.1257 5.9365 6.0682
C9 0.5288 -2.4719 3.5047
C10 5.8990 3.4972 -6.0710
C11 -0.0436 0.8884 0.2973
C12 -9.1909 -8.6382 -1.3709
C13 4.0168 5.6264 4.0576
C14 -0.5887 -0.0071 1.4610
C15 -1.4427 3.2188 2.3351
C16 -9.3698 -8.8388 -3.7941
C17 5.6305 5.9166 -5.9340
C18 -3.2624 -1.5961 -1.0537
C19 0.3492 7.3717 6.2625
C20 -1.8165 4.2885 1.2619
C21 0.7549 -0.3296 2.2576
C22 1.5665 -4.4556 -1.2544
C23 -4.0595 -5.4727 -2.8533
C24 6.8728 3.9115 -7.1798
C25 -7.7114 -8.4772 -1.7365
C26 -1.6020 7.7591 4.7965
C27 -2.1659 1.8400 2.0470
C28 -0.8897 8.2521 6.0613
C29 5.7861 4.1780 4.9009
C30 4.8497 4.6073 -5.9434
C31 -4.4101 -6.5404 -3.8851
C32 1.7093 0.8815 1.8862
C33 -2.0706 -0.6690 -0.6298
C34 2.9926 -6.2405 -2.1958
C35 -0.7399 4.4624 0.1425
C36 3.2456 0.7839 2.0149
C37 4.0293 0.8199 0.6568
C38 4.3404 2.2701 0.2062
C39 -4.4700 -5.8171 -5.2320
C40 1.3499 -1.7589 2.3912
C41 4.8658 4.1739 6.1278
C42 -9.8527 -9.4556 -2.4860
H1 0.9808 2.6216 1.1436
H2 2.3869 -1.7622 2.7906
H3 3.5217 0.2405 -0.1389
H4 0.4129 0.1904 -0.4285
H5 0.4871 -4.5294 2.8043
H6 2.6424 -7.2643 -0.3130
H7 -2.4851 1.8397 0.9896
H8 1.7710 -7.9945 -1.6906
H9 3.6310 -0.0554 2.6043
H10 5.0172 6.7871 -6.1567
H11 1.5170 -3.8089 -0.3809
H12 1.4623 1.5600 2.7289
H13 -3.4570 -5.5594 -5.5537
H14 6.4389 3.3964 -5.1254
H15 -0.8991 5.4606 -0.3051
H16 4.5358 3.1696 6.3845
H17 -9.5038 -9.4905 -4.6550
H18 -2.5162 -1.0157 1.4093
H19 3.9959 -6.6564 -2.2807
H20 3.6311 -4.8059 -0.7152
H21 -1.2327 8.2647 3.9052
H22 -4.9390 -3.7260 -5.6635
H23 1.1050 7.6196 5.5128
H24 1.7135 1.8070 -0.0913
H25 -6.3505 -4.7095 -5.1954
H26 -5.3909 -6.9729 -3.6647
H27 -7.1095 -9.2956 -1.3436
H28 3.4349 -4.1042 -2.3175
H29 -7.3104 -7.5243 -1.3953
H30 4.1765 4.5794 -6.8038
H31 4.2482 4.4940 -5.0410
H32 5.9852 5.4703 3.1480
H33 -9.8458 -7.8746 -3.9745
H34 5.4414 2.5324 -6.2902
H35 -0.8825 3.7264 -0.6699
H36 -10.9395 -9.4353 -2.4125
H37 0.5106 -0.0899 3.3060
H38 -4.2836 -5.7680 -1.8299
H39 -2.4682 0.3580 -0.6899
H40 -0.7315 1.6044 -0.1680
H41 -1.7991 0.0868 3.1399
H42 0.3530 -1.8886 4.4228
H43 -0.3515 3.0989 2.4850
H44 -2.6817 7.8739 4.8672
H45 3.6895 6.6372 3.8229
H46 -2.9533 -2.6239 -1.2537
H47 5.5413 3.3290 4.2560
H48 0.6863 5.2359 5.8763
H49 -4.1093 -1.5217 -0.3488
H50 3.5711 1.6979 2.5514
H51 -3.0974 1.8652 2.6461
H52 -3.0136 -5.1718 -2.9361
H53 1.0498 -3.9879 -2.0917
H54 -1.5542 8.1481 6.9221
H55 -1.8392 3.5888 3.2970
H56 -1.8959 5.2509 1.7900
H57 1.3856 -2.3461 1.4626
H58 5.9590 6.3238 4.6933
H59 -9.3047 -9.1159 -0.3981
H60 -1.2730 -0.7885 -1.3825
H61 6.5423 3.5599 -8.1561
H62 -0.7407 -4.0117 4.1220
H63 -4.9097 -6.4444 -6.0069
H64 -9.6641 -7.6553 -1.3104
H65 6.8310 4.0764 5.1929
H66 3.5933 4.9189 3.3430
H67 2.5480 -6.2251 -3.1940
H68 -0.6267 9.3061 5.9774
H69 7.8840 3.5624 -6.9835
H70 5.3426 4.6380 6.9897
H71 -2.8098 4.1080 0.8091
H72 -0.7217 5.5994 6.9169
H73 6.1532 6.0576 -4.9870
H74 -3.6268 -1.1933 -2.0087
H75 0.2926 4.4688 0.5464
H76 0.7929 7.5149 7.2467
H77 -3.6747 -7.3457 -3.8885
H78 -9.5293 -10.4976 -2.4225
H79 4.9946 0.3209 0.8340

Results
* total charge: +1
* LUMO energy: -2.44 eV
* F_max: 2.7 eV/A
* energy: -10956.68704 a.u.

# 3
C42H80BrClFNO36P2S | ωB97M-V/def2-TZVPD

Cartesian coordinates (Å):
Br1 2.5624 -2.1050 -1.3920
Cl1 -2.6436 1.0058 -1.3893
S1 -0.2660 1.9857 4.1631
P1 0.7774 0.8359 3.0083
P2 -1.2610 -0.3632 -1.9744
F1 0.0081 -1.9342 2.3058
O1 1.2427 3.4930 -1.0492
O2 7.3354 -9.2757 4.1206
O3 -1.4893 0.0444 8.6694
O4 -4.8697 12.0952 -10.2863
O5 0.4407 -5.8740 4.7545
O6 0.8499 -9.7654 0.9371
O7 5.9306 -8.0647 2.8283
O8 -0.4464 0.6803 10.4455
O9 -3.1905 4.1501 -8.3815
O10 -2.3462 -1.4652 -2.4787
O11 -0.3147 -7.9868 0.5649
O12 2.7571 -0.3639 -4.4069
O13 -5.6867 7.4611 -4.0303
O14 2.8167 0.5503 -6.4735
O15 -0.5829 -4.2356 -1.4297
O16 3.2002 -3.1179 10.1571
O17 -6.7003 8.7655 -5.4351
O18 3.9281 -4.9811 10.9554
O19 -1.4910 4.3959 -9.6925
O20 -1.7295 -0.7258 0.7260
O21 -4.1994 10.0648 -9.9775
O22 -5.8710 6.2630 0.9269
O23 -1.1213 3.7807 -7.5498
O24 -1.0406 -2.4991 -0.3396
O25 0.7673 -0.0941 8.7047
O26 0.2080 -9.3192 -1.1856
O27 1.2574 -7.9800 4.8533
O28 -5.2996 7.1818 -6.2344
O29 -2.1468 1.1945 1.7770
O30 3.9205 -4.7001 8.7106
O31 2.0942 1.6809 -4.6525
O32 -5.0836 4.2506 1.1005
O33 -5.1154 5.2247 -0.9306
O34 0.6171 -7.0325 6.6873
O35 -4.0836 10.9355 -12.0606
O36 6.0041 -7.8707 5.0797
N1 -0.3961 -3.0806 -1.4199
C1 6.3781 -8.3711 3.9045
C2 -4.3563 11.0216 -10.8911
C3 0.0743 -5.9007 7.3717
C4 -6.9566 9.1485 -6.7896
C5 -4.5316 3.0914 0.4614
C6 -5.3421 5.2445 0.2569
C7 -1.8646 4.0807 -8.4514
C8 0.3892 2.0906 0.7101
C9 -1.3395 0.4411 1.3296
C10 -1.4925 -0.4085 7.3104
C11 3.7008 -4.3023 9.8275
C12 1.4857 -10.9554 0.4595
C13 -3.6582 8.8400 -10.4856
C14 1.4436 -7.9409 3.4310
C15 4.9805 -6.8736 4.9952
C16 7.8338 -9.8989 2.9346
C17 0.2411 -9.0495 -0.0136
C18 -5.8465 7.7472 -5.3199
C19 0.7400 -6.8672 5.3673
C20 2.8158 0.6087 -0.4836
C21 4.4810 -6.2846 10.7664
C22 1.7057 -0.4445 -0.7374
C23 -0.9503 -7.0761 -0.3396
C24 0.2517 2.4869 -0.7672
C25 1.0266 -1.8716 1.3301
C26 -0.0782 4.3567 -9.9113
C27 -4.7657 6.3848 -3.7937
C28 3.2642 -1.5822 -4.9651
C29 1.8631 2.8169 -5.5007
C30 -5.0916 13.2086 -11.1562
C31 0.7707 0.8764 11.1686
C32 4.2935 0.1984 -0.5170
C33 3.3325 -0.9692 2.4957
C34 -0.2901 0.1800 9.2187
C35 0.1811 0.6163 1.2061
C36 0.6648 -0.6743 0.3943
C37 2.3833 -2.0800 2.0233
C38 -3.7277 3.8411 -7.0905
C39 2.9216 -2.2342 9.0604
C40 2.5805 0.6161 -5.2966
C41 -0.7655 -1.0946 -0.2231
C42 -6.1821 7.4034 0.1174
H1 2.1825 -2.6665 8.3900
H2 4.3659 -1.2852 2.3334
H3 -3.5920 8.1680 -9.6348
H4 2.2568 -10.7120 -0.2688
H5 0.0335 -6.1774 8.4212
H6 1.1375 2.5805 -6.2759
H7 -1.7487 -7.5727 -0.8881
H8 -6.0361 9.4592 -7.2810
H9 -6.6023 8.1421 0.7931
H10 0.4300 5.0696 -9.2643
H11 1.9360 -11.4227 1.3307
H12 8.2746 -9.1596 2.2684
H13 3.2473 -0.8048 3.5737
H14 3.8019 -6.9109 10.1922
H15 2.1321 -7.1399 3.1625
H16 -7.6480 9.9850 -6.7474
H17 2.5270 -1.3287 9.4996
H18 -5.1223 5.4732 -4.2709
H19 4.6350 -0.0104 -1.5317
H20 -2.6684 9.0053 -10.9067
H21 5.4440 -6.2255 10.2623
H22 2.6473 1.1548 0.4416
H23 -6.9106 7.1447 -0.6486
H24 0.7159 -5.0304 7.2435
H25 0.4822 1.2866 12.1318
H26 1.2031 -0.1539 -1.6550
H27 -3.4666 2.8239 -6.8035
H28 -4.8055 3.9365 -7.1771
H29 -5.7989 12.9474 -11.9410
H30 -0.7181 2.9648 -0.9191
H31 -0.3239 2.6831 1.2890
H32 -5.2819 7.7998 -0.3486
H33 -4.3166 8.4146 -11.2404
H34 2.7968 3.1496 -5.9499
H35 -5.5053 13.9962 -10.5332
H36 2.0429 1.3952 2.7935
H37 4.7690 -6.5576 6.0123
H38 4.0799 -7.2916 4.5494
H39 2.7205 1.3560 -1.2766
H40 1.3666 2.4549 1.0353
H41 4.6107 -6.7012 11.7610
H42 2.5750 -1.9802 -5.7076
H43 -7.4102 8.3266 -7.3406
H44 -1.3610 -6.2782 0.2705
H45 0.3105 3.3553 -9.7351
H46 4.2426 -1.4244 -5.4147
H47 0.4970 -7.8059 2.9179
H48 -0.9670 0.3019 6.6753
H49 -4.7121 6.2300 -2.7210
H50 -2.5357 -0.4520 7.0128
H51 -0.2201 -6.6688 -1.0328
H52 -0.9272 -5.6762 7.0091
H53 2.9595 -2.7584 1.3911
H54 -5.2369 2.6784 -0.2580
H55 7.0381 -10.4326 2.4179
H56 1.2888 -0.0702 11.3150
H57 -3.3616 4.5475 -6.3484
H58 -4.3346 2.3664 1.2452
H59 -3.5989 3.3479 -0.0370
H60 3.3514 -2.2828 -4.1404
H61 -3.7845 6.6448 -4.1896
H62 -1.9087 -2.1048 -3.0594
H63 5.3225 -6.0168 4.4185
H64 8.5952 -10.6001 3.2633
H65 3.2179 -0.0042 2.0083
H66 -4.1551 13.5413 -11.5999
H67 -1.0475 -1.3986 7.2238
H68 4.5393 -0.6197 0.1559
H69 1.4185 1.5789 10.6471
H70 4.8683 1.0691 -0.1778
H71 1.4630 3.5982 -4.8609
H72 0.9023 -2.7905 0.7594
H73 3.8379 -2.0127 8.5147
H74 0.7551 -11.6291 0.0162
H75 2.1290 -2.6955 2.8940
H76 1.0350 -0.4105 3.5784
H77 1.7091 3.2496 -1.8566
H78 0.3603 1.6725 -1.4851
H79 0.0705 4.6318 -10.9512
H80 1.8745 -8.8938 3.1464

Results
* SMILES string: CC[C@@H](F)[C@@]1([C@H](Br)CC)[C@](ON=O)(P(O)Cl)OC(=O)[C@@]1(CCO)[PH2]=S.COC(=O)OC.COC(=O)OC.COC(=O)OC.COC(=O)OC.COC(=O)OC.COC(=O)OC.COC(=O)OC.COC(=O)OC.COC(=O)OC.COC(=O)OC
* LUMO energy: -0.70 eV
* F_max: 0.8 eV/A
* energy: -8626.68968 a.u.